(1)
This record from the Open Molecules 2025 dataset describes C34H35IrN2O as an isolated structure in a non-equilibrium geometry. The level of theory is ωB97M-V with the def2-TZVPD basis set.

Values from the calculation:
- HOMO (alpha / beta): -0.1958 / -0.2717 Ha
- ΔE to the lowest compared entry with this formula, charge and spin: 0.00 kcal/mol
- Spin multiplicity: 5
- LUMO level (alpha / beta): 0.629 / -1.543 eV
- Net charge: 0

Each line ends with the Mulliken spin population.
CARTESIAN COORDINATES (ANGSTROEM)
C: -1.442 -1.666 -0.227  0.181
C: -0.781 -2.307 -1.347  0.095
C: 0.591 -2.517 -0.957  -0.016
H: -1.257 -2.558 -2.308  0.007
C: 0.759 -1.987 0.372  0.089
C: -0.503 -1.481 0.822  0.133
H: 1.660 -2.097 0.988  0.045
C: -1.984 2.111 -0.873  -0.062
C: -2.308 1.219 -1.922  0.291
C: -1.122 0.832 -2.598  0.028
H: -3.308 1.050 -2.289  -0.006
C: 0.009 1.454 -1.839  -0.124
C: -0.591 2.235 -0.761  0.290
H: 1.346 -3.099 -1.525  0.023
H: -0.736 -1.002 1.789  0.025
H: -2.513 -1.424 -0.176  0.056
H: -0.031 2.816 -0.051  0.012
H: -1.049 0.410 -3.595  -0.002
H: -2.710 2.683 -0.329  0.022
Ir: 0.193 -0.449 -1.164  1.496
C: 1.416 1.665 -2.328  0.231
C: 1.877 3.115 -2.560  -0.002
C: 1.570 0.822 -3.604  -0.011
H: 1.274 3.623 -3.329  0.001
H: 2.923 3.078 -2.918  0.004
H: 1.858 3.719 -1.635  0.000
H: 0.892 1.174 -4.392  -0.001
H: 1.295 -0.218 -3.344  0.005
H: 2.609 0.842 -3.930  -0.012
C: 2.188 1.097 -1.091  0.146
C: 3.545 0.482 -1.278  0.004
H: 1.789 0.084 -0.735  -0.033
H: 2.124 1.746 -0.205  0.027
O: 3.822 0.207 -2.489  0.058
N: 4.334 0.111 -0.188  -0.003
C: 4.136 -1.212 0.503  0.007
H: 5.314 0.230 -0.442  -0.002
C: 3.871 -2.432 -0.382  -0.007
C: 3.519 -3.629 0.262  0.006
H: 3.527 -3.669 1.363  0.002
C: 3.102 -4.729 -0.485  -0.001
H: 2.756 -5.612 0.039  -0.001
C: 3.136 -4.683 -1.873  0.003
H: 2.822 -5.534 -2.456  0.000
C: 3.615 -3.551 -2.514  -0.008
H: 3.686 -3.490 -3.595  0.000
C: 4.039 -2.442 -1.776  0.008
H: 4.457 -1.564 -2.281  0.001
H: 3.367 -1.096 1.296  0.002
H: 5.082 -1.388 1.034  -0.001
C: -0.415 1.189 5.382  0.147
C: 0.202 1.410 4.142  -0.081
C: -0.529 1.309 2.971  0.127
C: -1.924 1.002 3.004  -0.070
C: -2.539 0.824 4.277  0.154
C: -1.785 0.900 5.442  -0.079
N: -2.593 0.823 1.833  0.502
C: -3.907 1.077 1.602  -0.091
C: -4.568 0.420 0.521  0.146
C: -5.884 0.707 0.211  -0.088
C: -6.570 1.707 0.914  0.179
C: -5.940 2.380 1.966  -0.093
C: -4.644 2.051 2.338  0.181
H: 0.184 1.241 6.293  0.009
H: 1.261 1.656 4.071  -0.002
H: -0.088 1.449 1.982  0.026
H: -3.609 0.606 4.322  0.002
H: -2.262 0.739 6.411  -0.002
H: -3.975 -0.284 -0.061  0.020
H: -6.359 0.148 -0.597  -0.004
H: -7.594 1.954 0.627  0.011
H: -6.471 3.165 2.503  -0.002
H: -4.159 2.558 3.174  0.004

***

(2)
This record from the Open Molecules 2025 dataset describes C34H35N3P2RhSSe2 as an isolated structure in a non-equilibrium geometry. The level of theory is ωB97M-V with the def2-TZVPD basis set.

Values from the calculation:
- HOMO: -0.3699 Ha
- Spin multiplicity: 1
- LUMO level: -3.463 eV
- Net charge: +1

Each line ends with the Mulliken charge.
CARTESIAN COORDINATES (ANGSTROEM)
Rh: 0.095 -0.212 0.477  -0.077
N: -1.400 1.640 0.851  -0.248
N: -2.161 1.970 -0.275  -0.323
C: -1.677 1.665 -1.521  0.708
N: -2.313 2.253 -2.533  -0.415
S: -0.415 0.582 -1.810  -0.511
H: -2.006 1.401 1.624  0.321
H: -0.806 2.423 1.111  0.104
H: -2.704 2.820 -0.204  0.311
H: -3.030 2.944 -2.395  0.217
H: -2.047 2.015 -3.473  0.241
C: -1.594 -4.574 -2.229  -1.490
C: -2.432 -3.327 -2.115  1.332
C: -3.566 -3.239 -2.925  -0.864
C: -4.445 -2.175 -2.848  -0.857
C: -4.222 -1.160 -1.927  -0.776
C: -3.100 -1.218 -1.126  -1.836
C: -2.185 -2.268 -1.226  0.839
P: -0.834 -2.160 -0.013  2.657
C: 0.587 -3.106 -0.610  1.681
C: 1.037 -2.672 -1.862  -1.213
C: 2.250 -3.085 -2.375  -1.026
C: 3.041 -3.944 -1.626  -0.807
C: 2.592 -4.391 -0.397  -0.939
C: 1.368 -3.992 0.140  0.560
C: 0.971 -4.536 1.486  -1.129
C: -1.590 -2.729 1.521  0.205
C: -2.514 -3.767 1.634  -0.530
C: -3.051 -4.059 2.872  -0.744
C: -2.675 -3.304 3.984  -0.690
C: -1.778 -2.257 3.865  -0.706
C: -1.225 -1.946 2.622  0.830
C: -0.215 -0.840 2.437  -1.929
H: -2.163 -5.352 -2.735  0.534
H: -1.289 -4.959 -1.258  0.222
H: -0.683 -4.399 -2.801  0.314
H: -3.768 -4.046 -3.618  0.463
H: -5.317 -2.150 -3.488  0.399
H: -4.923 -0.341 -1.832  0.486
H: -2.925 -0.437 -0.397  0.412
H: 0.414 -2.006 -2.451  0.509
H: 2.574 -2.740 -3.348  0.477
H: 4.002 -4.271 -2.001  0.431
H: 3.206 -5.076 0.175  0.418
H: 1.638 -5.350 1.764  0.508
H: -0.048 -4.919 1.494  0.262
H: 1.035 -3.774 2.267  0.201
H: -2.814 -4.332 0.758  0.426
H: -3.767 -4.862 2.980  0.463
H: -3.102 -3.535 4.952  0.413
H: -1.505 -1.673 4.736  0.515
H: 0.683 -1.153 2.974  0.585
H: -0.531 0.077 2.953  0.492
Se: 2.561 -0.493 1.139  -0.244
P: 2.033 2.978 1.128  -0.108
Se: 2.533 1.264 -0.321  -0.226
C: 0.960 4.035 0.067  0.205
C: 0.935 4.058 -1.326  -0.097
C: 0.056 4.886 -2.005  -0.809
C: -0.821 5.709 -1.306  -0.596
C: -0.811 5.700 0.080  -0.729
C: 0.075 4.869 0.755  -0.306
C: 3.576 3.929 1.150  0.985
C: 4.452 3.628 2.192  -0.564
C: 5.677 4.273 2.281  -0.622
C: 6.025 5.230 1.339  -0.479
C: 5.150 5.545 0.307  -0.702
C: 3.931 4.894 0.208  -0.277
H: 1.612 3.438 -1.898  0.511
H: 0.065 4.905 -3.088  0.451
H: -1.491 6.369 -1.843  0.444
H: -1.472 6.353 0.636  0.423
H: 0.097 4.884 1.841  0.440
H: 4.174 2.887 2.933  0.381
H: 6.355 4.032 3.088  0.402
H: 6.978 5.736 1.411  0.389
H: 5.421 6.296 -0.423  0.403
H: 3.255 5.143 -0.602  0.299

***

(3)
This record from the Open Molecules 2025 dataset describes C34H35N5O12Sr as an isolated structure in a non-equilibrium geometry. The level of theory is ωB97M-V with the def2-TZVPD basis set.

Values from the calculation:
- HOMO: -0.2431 Ha
- ΔE to the lowest compared entry with this formula, charge and spin: 0.00 kcal/mol
- Spin multiplicity: 1
- LUMO level: -0.928 eV
- Net charge: 0

Each line ends with the Mulliken charge.
CARTESIAN COORDINATES (ANGSTROEM)
Sr: 0.981 -0.040 -0.020  2.329
C: -3.062 -0.713 2.121  -1.321
C: -1.597 -1.133 1.937  1.237
O: -0.699 -0.092 1.866  -0.813
H: -3.679 -1.591 2.317  0.417
H: -3.397 -0.271 1.178  0.237
H: -3.093 0.046 2.903  0.293
H: -1.528 -1.681 0.962  -0.882
H: -1.363 -1.971 2.629  0.045
C: 5.300 1.051 -1.341  -0.882
C: 4.200 0.282 -2.037  -0.527
O: 2.919 0.526 -1.584  -0.766
H: 5.153 2.119 -1.529  0.111
H: 6.250 0.697 -1.748  0.393
H: 5.258 0.872 -0.265  0.200
H: 4.442 -0.803 -1.970  0.200
H: 4.232 0.385 -3.141  0.290
C: 0.680 -5.076 4.359  -0.487
C: 1.201 -5.566 3.179  -0.591
C: 1.888 -4.759 2.314  -0.509
C: 2.035 -3.410 2.635  0.540
C: 1.429 -2.875 3.780  -0.477
C: 0.788 -3.717 4.659  -0.574
N: 2.801 -2.545 1.726  1.270
O: 3.743 -3.067 1.171  -0.573
O: 2.510 -1.360 1.689  -0.823
H: 0.168 -5.768 5.016  0.409
H: 0.995 -6.603 2.935  0.393
H: 2.322 -5.139 1.402  0.594
H: 1.518 -1.799 3.877  0.391
H: 0.444 -3.412 5.638  0.405
C: 2.493 5.968 -1.641  -0.413
C: 1.890 6.499 -0.515  -0.716
C: 1.781 5.679 0.608  -0.261
C: 2.175 4.356 0.556  -0.106
C: 2.729 3.822 -0.608  0.083
C: 2.875 4.649 -1.714  -0.515
N: 1.927 3.447 1.672  0.989
O: 1.844 2.272 1.380  -0.564
O: 1.788 3.902 2.784  -0.615
H: 2.599 6.584 -2.529  0.358
H: 1.478 7.495 -0.579  0.417
H: 1.291 6.146 1.455  0.485
H: 3.064 2.790 -0.644  0.173
H: 3.353 4.299 -2.618  0.460
C: -4.325 1.238 -4.929  -0.335
C: -2.995 1.583 -4.726  -0.817
C: -2.258 0.854 -3.793  0.058
C: -2.843 -0.171 -3.074  -0.090
C: -4.188 -0.474 -3.268  -0.302
C: -4.936 0.221 -4.185  -0.625
N: -2.026 -0.998 -2.218  1.279
O: -0.869 -0.675 -2.024  -0.778
O: -2.517 -1.996 -1.751  -0.591
H: -4.971 1.805 -5.589  0.365
H: -2.520 2.349 -5.318  0.442
H: -1.275 1.223 -3.523  0.433
H: -4.682 -1.195 -2.628  0.416
H: -5.973 -0.044 -4.329  0.399
C: -2.108 5.420 2.444  -0.448
C: -1.897 4.058 2.600  -0.652
C: -1.533 3.310 1.487  -0.380
C: -1.372 3.949 0.255  -0.153
C: -1.662 5.282 0.102  -0.460
C: -2.047 6.035 1.212  -0.635
N: -0.929 3.121 -0.860  0.713
O: -0.258 2.158 -0.585  0.030
O: -1.218 3.466 -1.979  -0.612
H: -2.267 5.947 3.380  0.371
H: -1.874 3.580 3.567  0.498
H: -1.212 2.280 1.645  0.779
H: -1.606 5.741 -0.877  0.514
H: -2.255 7.080 1.033  0.409
C: -1.551 -6.820 0.019  -0.506
C: -1.944 -5.511 0.292  -0.867
C: -1.125 -4.463 -0.094  0.377
C: 0.098 -4.751 -0.707  -0.150
C: 0.484 -6.053 -0.986  -0.377
C: -0.357 -7.087 -0.606  -0.545
N: 1.047 -3.680 -1.008  0.507
O: 0.830 -2.587 -0.502  0.095
O: 1.984 -3.924 -1.723  -0.597
H: -2.170 -7.655 0.325  0.414
H: -2.786 -5.366 0.954  0.433
H: -1.382 -3.429 0.098  0.121
H: 1.435 -6.231 -1.466  0.543
H: -0.073 -8.081 -0.929  0.424